Density functional theory data (ωB97M-V with the def2-TZVPD basis set) for a molecular structure, C44H49NP2Pd at a distorted geometry.

The geometry in XYZ format:
```
97
Properties=species:S:1:pos:R:3
Pd 0.25255 0.09191 0.06179
C 6.07762 2.82849 -1.77809
C 5.10769 3.38555 -2.51720
C 5.15068 3.44052 -4.02309
C 5.67458 2.16654 -4.74049
C 5.28691 0.84748 -4.12836
C 6.03306 0.18886 -3.23468
C 7.31194 0.72574 -2.64932
C 7.34457 2.24680 -2.35662
C -0.63301 -1.84158 -0.03560
H 6.04042 2.84865 -0.68397
H 4.29468 3.93939 -2.03974
H 5.77881 4.28057 -4.36717
H 4.13632 3.65054 -4.39132
H 5.25910 2.19360 -5.75910
H 6.76399 2.25035 -4.85200
H 4.39230 0.39413 -4.55770
H 5.84441 -0.85899 -2.98594
H 8.16541 0.50100 -3.31429
H 7.51093 0.18815 -1.70929
H 8.15469 2.40203 -1.62754
H 7.64521 2.77186 -3.27257
H -0.62675 -2.15908 1.01643
H -0.16594 -2.61123 -0.67076
H -1.65007 -1.64219 -0.40352
P 1.25943 2.02582 -0.47822
P 1.37246 -0.88469 -1.60803
C 2.18844 1.68113 -1.97429
C 2.19894 0.42955 -2.48940
C 0.21358 3.45267 -0.83185
C 0.70636 4.44434 -1.69668
C -0.06620 5.57071 -1.98253
C -1.34312 5.70347 -1.42252
C -1.84416 4.70344 -0.58446
C -1.07104 3.58197 -0.28018
C 2.48124 2.51547 0.76507
C 3.37621 1.55567 1.27152
C 4.19479 1.87639 2.35662
C 4.15915 3.16271 2.90682
C 3.34001 4.14279 2.33702
C 2.50077 3.82311 1.26921
C 0.45633 -1.73697 -2.91337
C -0.68138 -1.11019 -3.44851
C -1.35298 -1.70533 -4.51982
C -0.88744 -2.91010 -5.05490
C 0.21250 -3.56197 -4.47729
C 0.88316 -2.98054 -3.39698
C 2.63786 -1.97936 -0.91011
C 2.37980 -2.78482 0.20957
C 3.31856 -3.73877 0.60546
C 4.53288 -3.85172 -0.07362
C 4.84403 -2.96365 -1.11457
C 3.89860 -2.01628 -1.52038
H 2.73943 2.51498 -2.42246
H 2.64648 0.16640 -3.45156
H 1.68996 4.33073 -2.15324
H 0.33195 6.33987 -2.64341
H -1.94322 6.58469 -1.64757
H -2.84655 4.79564 -0.16425
H -1.45033 2.80277 0.38392
H 3.40716 0.55280 0.84121
H 4.85803 1.11720 2.77634
H 4.77577 3.40162 3.77864
H 3.34778 5.16081 2.73304
H 1.85463 4.58591 0.83772
H -1.03140 -0.16561 -3.02953
H -2.23512 -1.21746 -4.93882
H -1.38317 -3.34879 -5.92242
H 0.55139 -4.51827 -4.86904
H 1.73579 -3.48243 -2.93915
H 1.44700 -2.67731 0.75211
H 3.09081 -4.39813 1.44248
H 5.24993 -4.62429 0.20968
H 5.81128 -3.01419 -1.61448
H 4.12906 -1.29844 -2.30469
C -3.70818 -1.48987 3.68825
N -4.10070 -0.78078 2.48786
C -5.22921 -1.40167 1.82437
C -2.99837 -0.44351 1.58309
C -2.11916 0.63391 2.15184
C -2.71438 1.55942 3.03397
C -1.91831 2.39195 3.82597
C -0.53062 2.27493 3.75577
C 0.05028 1.44446 2.77876
C -0.75027 0.76002 1.88552
H -3.38513 -2.52744 3.47924
H -4.57871 -1.54581 4.35249
H -2.89740 -0.97162 4.20715
H -5.43925 -0.86648 0.88924
H -5.05552 -2.47076 1.59023
H -6.10623 -1.34072 2.48103
H -2.39444 -1.34494 1.40759
H -3.43763 -0.13787 0.61729
H -3.80529 1.54838 3.12780
H -2.39399 3.09666 4.51417
H 0.10275 2.82954 4.44559
H 1.13366 1.37348 2.71251
```

The value obtained for the frontier orbital gap (spin up / spin down) is 4.7 / 5.3 eV. The multiplicity is 3. The energy above the lowest of the compared OMol25 structures with the same formula, charge and spin is 0.0000 eV. The total energy is -2571.1533 hartree.


Density functional theory data (ωB97M-V with the def2-TZVPD basis set) for a molecular structure, C6H7AgO7 at a distorted geometry.

The geometry in XYZ format:
```
21
Properties=species:S:1:pos:R:3
C -0.11319 0.80910 -0.40319
C -0.47987 0.05311 -1.66666
O -0.62013 -1.34038 -1.40890
C -0.79345 -2.17522 -2.46283
O -0.90372 -1.69371 -3.61557
O -0.75644 -3.39986 -2.18775
H 0.67073 1.52283 -0.92787
H 0.30791 0.20478 -2.41797
H -1.41602 0.44647 -2.08771
C 0.80773 0.18510 0.60590
C 0.39228 0.22199 2.04084
O -0.08051 1.39415 2.52610
C -0.20444 1.60388 3.93179
O -0.18080 0.59282 4.64367
O -0.38580 2.79462 4.21874
H 0.73880 -0.51333 2.76689
H 1.03897 -0.87245 0.41185
Ag -1.03335 -3.89000 -4.47258
H -1.06498 1.18032 0.00744
O 2.05926 1.04783 0.52721
H 2.01702 1.82798 -0.02939
```

The value obtained for the frontier orbital gap (spin up / spin down) is 2.9 / 4.2 eV. As for the net charge: -1. The multiplicity is 2. The total energy is -906.4451 hartree.


Density functional theory data (ωB97M-V with the def2-TZVPD basis set) for 15 unconnected molecules or ions with the total composition C53H142N9O21 at a distorted geometry.

The geometry in XYZ format:
```
225
Properties=species:S:1:pos:R:3
C -1.43402 -1.42945 0.94869
C -0.27886 -0.59837 0.50280
C 0.37052 -1.33115 -0.62001
C 1.34595 -0.45191 -1.38808
C 0.55752 0.71031 -1.93506
C -0.04230 1.54852 -0.85553
N -0.76823 0.68784 0.03636
O -1.70086 1.35714 0.82625
C -0.89143 2.57519 -1.58583
C 1.05373 2.33504 -0.13706
C 0.71946 -0.44653 1.64238
H -2.13606 -1.60501 0.12938
H -1.96808 -0.97319 1.77754
H -1.04993 -2.40645 1.27748
H -0.36730 -1.75447 -1.31512
H 0.93511 -2.18653 -0.21157
H 1.77270 -0.99669 -2.24914
H 2.16985 -0.23966 -0.70650
H -0.17950 0.34010 -2.65625
H 1.20174 1.38040 -2.54200
H -1.51829 3.12098 -0.87384
H -1.55941 2.13352 -2.32617
H -0.20947 3.29403 -2.04476
H 1.44174 3.17785 -0.72084
H 1.87342 1.70490 0.22175
H 0.62929 2.78277 0.77284
H 0.23075 0.16756 2.39966
H 1.63200 0.06669 1.35287
H 0.93260 -1.39997 2.14938
C 2.62321 -4.44352 1.43716
C 2.81461 -5.58113 2.40832
C 4.08163 -6.34303 2.12559
O 3.96102 -7.63640 2.67963
C 5.14529 -8.35425 2.61342
N 2.84317 -5.03696 3.81229
H 2.77167 -4.77561 0.40595
H 3.30465 -3.60698 1.61157
H 1.59260 -4.08178 1.49912
H 1.99856 -6.30527 2.35289
H 4.93450 -5.76386 2.52405
H 4.24837 -6.40852 1.02919
H 5.36998 -8.71968 1.60861
H 5.06008 -9.18169 3.32163
H 6.00209 -7.75921 2.97369
H 3.23453 -5.75299 4.42214
H 3.45035 -4.21962 3.79876
C 0.96568 -0.48056 -7.55565
C 1.75199 -0.16017 -6.27372
C 1.51999 -1.22420 -5.21942
O 0.14731 -1.37618 -4.97348
C -0.06138 -2.47692 -4.08257
N 3.18769 -0.09703 -6.60083
H 1.18766 0.17750 -8.39744
H -0.11494 -0.38873 -7.39336
H 1.19635 -1.50738 -7.86508
H 1.43040 0.84630 -5.94133
H 2.08152 -1.02555 -4.29176
H 1.96976 -2.13565 -5.67362
H 0.33948 -3.42161 -4.48143
H -1.12365 -2.61669 -3.87232
H 0.40002 -2.28511 -3.09388
H 3.41924 0.79597 -7.03855
H 3.78377 -0.03484 -5.76510
C 1.33643 7.35696 -2.50405
C 2.17070 6.17669 -1.92977
C 3.09929 5.58759 -2.98713
O 2.28707 4.88684 -3.94416
C 3.01389 4.14480 -4.84327
N 2.91014 6.54584 -0.66707
H 2.01110 8.16456 -2.81341
H 0.63827 7.71441 -1.74944
H 0.75164 7.02399 -3.36309
H 1.45207 5.39597 -1.64825
H 3.79442 4.84880 -2.52608
H 3.73935 6.36527 -3.46184
H 3.72680 3.43619 -4.35957
H 3.66623 4.75258 -5.49889
H 2.31732 3.55024 -5.42396
H 3.61572 7.26131 -0.91261
H 2.23949 7.06714 -0.09509
C 1.87689 -1.25526 4.94031
C 2.86866 -0.70354 5.94202
C 3.84218 0.24003 5.30406
O 4.50933 0.97724 6.28784
C 5.48852 1.78772 5.71888
N 2.16789 -0.06019 7.10431
H 1.02378 -1.77609 5.37678
H 2.38195 -2.02487 4.34038
H 1.48220 -0.50084 4.25313
H 3.36957 -1.62201 6.32616
H 3.26686 0.92731 4.65061
H 4.54064 -0.33252 4.66458
H 6.15451 1.19283 5.08083
H 6.02153 2.21202 6.55715
H 5.01182 2.55050 5.09216
H 1.47938 -0.73890 7.44870
H 2.83329 0.00423 7.88130
C -1.62884 5.87919 0.94180
C -2.84491 5.29919 1.55913
C -3.93918 5.07738 0.57060
O -4.37197 6.30642 -0.06357
C -5.36775 6.07664 -0.96912
N -2.52526 4.03987 2.26767
H -0.87173 6.14903 1.68027
H -1.92030 6.75631 0.35112
H -1.15795 5.16205 0.25320
H -3.22576 5.95031 2.35879
H -4.81066 4.60311 1.06602
H -3.69630 4.33771 -0.22393
H -6.02906 5.25133 -0.67547
H -4.95035 5.84749 -1.96516
H -5.96986 6.98300 -1.07036
H -2.03319 3.40858 1.59570
H -3.39129 3.47799 2.34604
C -1.18918 2.78592 -5.33368
C -2.33180 1.81758 -5.16028
C -3.03760 1.50069 -6.41609
O -3.56189 2.57816 -7.08776
C -4.36946 3.36776 -6.31997
N -1.95789 0.54878 -4.51647
H -0.81074 3.08790 -4.35099
H -1.52348 3.66793 -5.88659
H -0.33979 2.29342 -5.81983
H -3.02106 2.28960 -4.44246
H -3.83371 0.76375 -6.19688
H -2.39643 0.95214 -7.11752
H -5.17811 3.73197 -6.95809
H -3.84977 4.24609 -5.91267
H -4.81648 2.81975 -5.47939
H -1.31034 0.69223 -3.74360
H -1.42111 -0.06287 -5.14625
C -0.56830 -6.11899 0.21781
C -0.70651 -7.12044 1.34762
C -2.04599 -6.93065 1.98707
O -2.09145 -7.53221 3.24931
C -3.38871 -7.66118 3.68113
N -0.46022 -8.48367 0.83041
H -1.30163 -6.30215 -0.57247
H 0.45512 -6.07866 -0.14550
H -0.78194 -5.10306 0.58774
H 0.07417 -6.82598 2.05691
H -2.84541 -7.35200 1.34789
H -2.23798 -5.84259 2.06061
H -4.00922 -8.14273 2.91001
H -3.82961 -6.69330 3.95531
H -3.42012 -8.29960 4.56447
H -0.81879 -9.15727 1.54025
H -1.14855 -8.67839 0.08160
C -3.79854 -4.21393 -0.20793
C -4.98279 -3.36814 0.20446
C -6.23437 -3.65535 -0.53538
O -6.05313 -3.41876 -1.91363
C -7.27768 -3.44424 -2.63029
N -5.27406 -3.62516 1.63088
H -3.58324 -4.06171 -1.27018
H -3.93148 -5.27843 0.00538
H -2.91229 -3.89104 0.34985
H -4.69504 -2.31163 0.08605
H -7.02812 -3.01975 -0.09323
H -6.52127 -4.70679 -0.33347
H -7.85670 -4.34881 -2.37490
H -7.03545 -3.49927 -3.68738
H -7.87158 -2.55312 -2.39521
H -4.45215 -3.42202 2.21450
H -5.97819 -2.96221 1.98524
C 1.54666 2.98828 3.35233
C 1.42843 4.43042 3.05448
O 0.57440 5.06358 4.03834
O 0.33979 2.30715 3.35620
H 1.96122 2.84320 4.35647
H 2.26846 2.54714 2.64302
H 1.04582 4.56827 2.02711
H 2.43244 4.88558 3.13539
H 0.66968 6.01228 3.97394
H 0.07346 1.98816 2.47256
C -0.56658 -3.80682 3.96650
C -1.99257 -4.07846 4.27933
O -2.82605 -3.23325 3.47864
O 0.27298 -4.43116 4.90031
H -0.45217 -2.71585 3.88894
H -0.31343 -4.22571 2.96853
H -2.08024 -3.77449 5.34315
H -2.25154 -5.14114 4.25656
H -3.60601 -2.91685 3.93373
H 1.14223 -4.64163 4.41757
C 4.24869 1.17633 -3.13470
C 4.75218 0.37319 -1.91652
O 6.11190 0.62516 -1.54594
O 5.05413 1.13096 -4.22447
H 3.98994 2.20586 -2.81247
H 3.26134 0.77559 -3.39454
H 4.66897 -0.68136 -2.20570
H 4.06071 0.62603 -1.09804
H 6.25687 1.60477 -1.38902
H 5.86027 1.61924 -4.01587
C -4.15082 1.55166 -1.47911
C -5.18997 1.70049 -0.41575
O -4.66816 1.83475 0.88606
O -3.50341 0.31290 -1.44607
H -3.41974 2.35674 -1.37280
H -4.62115 1.67899 -2.46206
H -5.91235 0.85885 -0.53218
H -5.85212 2.56612 -0.61235
H -3.84116 1.28992 0.94053
H -2.86123 0.38950 -0.69527
C 5.99298 4.32267 -0.86189
C 4.74879 3.80623 -0.16670
O 4.48229 4.64391 0.90903
O 6.51884 3.37748 -1.78949
H 6.72727 4.54812 -0.07363
H 5.81271 5.28188 -1.36802
H 4.87984 2.78770 0.21044
H 3.90032 3.78675 -0.86145
H 3.92888 5.38500 0.50943
H 7.45397 3.57863 -1.90080
C -2.73753 0.11635 4.40089
C -1.52152 -0.33816 5.11143
O -1.07245 0.62400 6.01020
O -2.48400 1.29969 3.67416
H -3.48441 0.46168 5.12803
H -3.15718 -0.65787 3.75497
H -0.73581 -0.56833 4.37394
H -1.68589 -1.30205 5.63958
H -0.37789 0.23794 6.54750
H -2.17542 1.02193 2.75081
```

The value obtained for the frontier orbital gap is 5.0 eV. As for the net charge: -1. The total energy is -4177.1302 hartree.


Density functional theory data (ωB97M-V with the def2-TZVPD basis set) for 13 unconnected molecules or ions with the total composition C37H54N3O38P at a distorted geometry.

The geometry in XYZ format:
```
133
Properties=species:S:1:pos:R:3
N 5.55386 5.50413 -7.15709
P 4.04926 5.30838 -6.66452
N 3.53206 3.68010 -7.14155
N 4.44855 2.74504 -6.60416
C 2.27770 3.44472 -6.35836
O 2.22931 2.74909 -5.33857
O 1.10320 4.07894 -6.81015
H 5.60005 6.29823 -7.80977
H 3.23946 6.32734 -7.25393
H 3.86793 5.39441 -5.24618
H 5.10189 3.17805 -5.94057
H 4.93330 2.28897 -7.38352
H 1.12759 4.05313 -7.79690
C -0.86861 0.95507 -4.55815
C -0.14034 1.74452 -3.51407
O -1.09179 1.83470 -2.45796
C -1.94932 0.79058 -2.60252
O -2.76902 0.47387 -1.78941
O -1.75680 0.15177 -3.78722
H -0.19945 0.33392 -5.15376
H -1.45633 1.58860 -5.22926
H 0.75000 1.22898 -3.14463
H 0.14554 2.73572 -3.86549
C -1.82341 -0.49961 1.19810
C -2.28316 -1.91112 1.38604
O -1.09690 -2.66592 1.16115
C -0.04355 -1.84184 1.41218
O 1.09652 -2.20562 1.47964
O -0.45011 -0.55521 1.57598
H -2.37118 0.20414 1.82589
H -1.89046 -0.17324 0.15710
H -2.63886 -2.10538 2.40250
H -3.06384 -2.19285 0.67834
C -3.93349 -5.58314 4.54427
C -4.31084 -6.22752 3.24793
O -5.34236 -5.37861 2.75254
C -5.16628 -4.15940 3.32480
O -5.75625 -3.16917 3.00038
O -4.22916 -4.20853 4.31073
H -2.87965 -5.72009 4.78545
H -4.53899 -5.93903 5.38317
H -3.48661 -6.23786 2.53226
H -4.67724 -7.24581 3.38014
C -3.81705 -6.21206 -0.40579
C -3.69137 -6.67065 -1.82577
O -2.76118 -7.74428 -1.73477
C -2.81628 -8.21574 -0.46023
O -2.28340 -9.22050 -0.08817
O -3.55427 -7.39683 0.33735
H -4.81009 -5.82238 -0.17870
H -3.07042 -5.45705 -0.14162
H -4.63429 -7.05260 -2.22708
H -3.31758 -5.88625 -2.48495
C 7.23377 -0.26514 -3.48013
C 6.45757 0.92084 -2.99603
O 6.72578 1.90578 -3.98833
C 7.06770 1.24524 -5.12620
O 7.19171 1.76649 -6.19714
O 7.24768 -0.08114 -4.89253
H 6.75951 -1.21081 -3.21581
H 8.26333 -0.26970 -3.11298
H 5.38009 0.73337 -2.96666
H 6.78504 1.25896 -2.01369
C 7.18757 1.17470 2.64376
C 5.99610 0.64474 1.90637
O 6.44065 0.62994 0.55292
C 7.79936 0.56592 0.57598
O 8.48159 0.37056 -0.38985
O 8.28097 0.75045 1.83134
H 7.26981 0.76995 3.64018
H 7.19351 2.26633 2.70133
H 5.73729 -0.37490 2.20531
H 5.11790 1.28013 2.02092
C -5.59079 -0.76055 -4.67426
C -5.46712 -1.21854 -6.09700
O -4.53932 -2.29202 -6.00683
C -4.59469 -2.76413 -4.73257
O -4.06464 -3.76932 -4.36184
O -5.33014 -1.94602 -3.93432
H -6.58318 -0.37023 -4.44582
H -4.84325 -0.00731 -4.40957
H -6.41085 -1.59927 -6.49821
H -5.09239 -0.43511 -6.75674
C 1.28635 -7.80196 1.45153
C 0.92433 -6.38386 1.12419
O -0.37041 -6.24714 1.69561
C -0.47440 -7.17593 2.68202
O -1.37302 -7.22023 3.47124
O 0.56929 -8.04411 2.65648
H 2.35806 -7.93487 1.60368
H 0.94529 -8.50842 0.68950
H 1.59631 -5.65985 1.59343
H 0.89744 -6.19690 0.05021
C 7.50904 -0.12708 7.65496
C 8.17968 1.21384 7.66403
O 7.87109 1.73281 6.37615
C 6.74385 1.10543 5.95040
O 6.11999 1.42531 4.97898
O 6.41568 0.06998 6.76642
H 7.15789 -0.42540 8.64323
H 8.15276 -0.91499 7.25408
H 7.76699 1.88385 8.42343
H 9.25836 1.14018 7.80556
C -2.19973 6.15176 -3.82394
C -2.77583 4.76853 -3.78595
O -3.09291 4.51517 -5.14969
C -2.29556 5.32111 -5.90303
O -2.18670 5.24192 -7.09080
O -1.63814 6.22694 -5.12932
H -1.43503 6.30669 -3.06206
H -2.96431 6.92725 -3.72231
H -2.05167 4.02253 -3.44697
H -3.66755 4.70561 -3.16139
C -2.39104 1.59873 4.87820
C -3.16669 2.79624 5.33834
O -2.88576 3.76377 4.33153
C -2.53696 3.08471 3.20746
O -2.40001 3.58728 2.13037
O -2.36433 1.75849 3.46358
H -2.87165 0.65940 5.15437
H -1.36310 1.59496 5.25236
H -4.24031 2.61321 5.36231
H -2.84630 3.14911 6.31610
C -6.36384 6.46190 6.99030
C -6.26369 5.97989 5.57400
O -5.33780 4.90519 5.66819
C -5.37417 4.45421 6.94985
O -4.84062 3.45152 7.32719
O -6.09478 5.28758 7.74636
H -7.35132 6.85910 7.22754
H -5.61016 7.21717 7.23030
H -7.21439 5.59542 5.19396
H -5.89701 6.75069 4.89540
```

The value obtained for the frontier orbital gap is 9.3 eV. The total energy is -4807.0879 hartree.